ORCA calculation (ωB97M-V/def2-TZVPD) on a molecular structure, C48H55N5O3P2S2Sr at a distorted geometry.

The geometry in XYZ format:
```
116
Properties=species:S:1:pos:R:3:forces:R:3:mulliken_charge:R:1
C 14.29134 7.32684 10.03209 0.5 0.2 0.2 -0.137
C 7.24658 19.77613 17.35319 1.2 0.3 1.3 -0.556
H 10.57482 21.21294 15.59702 -0.1 0.3 -0.1 0.399
H 5.92631 9.44031 14.89955 -0.5 -0.8 0.7 0.408
N 3.16244 16.17011 9.33518 3.0 0.4 2.1 -0.263
H 14.68843 9.08518 8.83007 -0.2 -0.3 0.1 0.353
H 7.42303 10.45821 12.48480 -0.4 -0.6 -0.2 0.089
H 6.54695 20.41034 17.93572 0.6 -0.6 -0.5 0.345
C 4.07826 19.27686 8.38300 -0.2 -1.1 0.5 -0.436
C 13.70848 16.36590 5.87486 1.8 0.8 0.3 -0.595
C 6.62261 19.68966 7.30525 0.3 0.1 -0.7 -0.532
C 5.70681 14.20437 8.03430 0.4 0.7 -1.8 -0.355
H 14.44092 10.67267 10.59787 0.5 -0.4 0.4 0.401
C 9.02465 17.97632 16.09826 1.8 0.2 0.5 -0.292
C 7.91506 8.35901 13.18115 -2.9 0.9 -3.1 -0.652
H 13.56236 18.22739 12.98005 -0.7 0.2 0.0 0.341
N 7.70989 10.58325 15.20479 -0.2 -0.8 -1.7 -0.442
C 14.50856 9.14291 12.15347 -1.8 0.0 0.3 0.144
H 8.23845 9.70330 15.16895 0.1 0.4 0.6 0.130
H 4.32179 16.60219 5.95100 0.1 -0.7 -0.2 0.388
H 3.93749 21.39236 8.41842 -0.1 -0.1 -0.5 0.380
C 14.10488 7.81255 12.36045 0.2 -0.2 1.1 0.167
C 11.28049 20.70784 13.61293 -0.3 -0.5 -0.1 -0.473
O 9.95917 10.82590 11.03866 0.8 -0.9 0.0 -0.940
C 13.57071 9.67939 16.99014 -0.2 1.1 0.2 0.619
H 6.65224 13.08092 4.96004 -0.3 0.3 0.4 0.383
H 11.76892 18.79258 6.41916 -0.1 -0.1 -0.4 0.232
C 4.98170 15.33225 7.56269 1.3 0.2 0.1 0.528
C 11.79852 8.53020 18.90864 -0.1 -0.1 -1.1 -0.521
C 5.71010 20.73405 7.41012 0.7 -0.3 0.3 -0.439
C 14.54182 8.69045 9.83296 -1.2 -0.4 -0.7 -0.682
H 14.57503 16.89092 5.44310 -0.7 0.6 0.7 0.304
H 15.63526 10.79701 12.89708 0.0 0.2 -0.4 0.525
H 9.66212 17.08670 15.90986 -0.3 0.9 -0.7 0.310
C 15.43875 14.63465 6.50256 -0.9 -1.0 0.0 -1.205
C 12.87948 9.29000 19.31993 0.2 0.2 -0.5 -0.520
C 14.39244 10.57597 15.98911 -0.1 0.1 1.7 -0.973
C 11.95726 18.24650 5.48050 -0.3 -0.6 -0.9 -1.081
C 6.92551 9.62654 13.02994 1.0 0.1 1.5 -0.470
Sr 10.06293 10.64370 13.40945 0.4 0.3 -1.4 1.873
H 9.04932 20.30091 18.53658 -0.5 0.1 -1.2 0.349
O 11.74679 19.72858 18.63963 0.0 0.2 -0.9 -0.598
H 13.10802 13.39528 6.89184 -0.6 0.3 -0.1 0.275
C 11.62685 8.32459 17.51499 0.6 -0.4 0.7 -0.565
C 3.11894 16.51175 10.79410 -0.7 -1.1 0.0 -0.842
C 14.03170 15.12828 6.34547 -1.9 -0.4 -1.4 0.611
C 4.92786 18.20039 8.14008 1.7 -0.3 0.9 0.613
H 15.98706 15.15578 7.29279 -0.3 -0.1 -0.1 0.317
C 12.60368 8.75157 16.60821 -0.5 0.6 0.7 0.033
H 15.39610 10.15879 15.89025 0.0 0.2 -0.2 0.454
H 8.49408 8.47859 12.22052 0.1 -0.3 0.2 0.401
H 5.82999 11.02219 14.22846 0.3 0.1 0.2 0.388
H 11.00305 18.08845 4.89850 0.9 0.5 0.8 0.314
C 12.81108 18.83154 13.50769 0.4 -0.9 1.4 -0.445
H 6.00956 9.28239 12.53765 0.5 0.2 -0.3 0.412
C 9.55961 18.99992 16.93537 -0.7 -1.1 1.4 -0.029
H 2.16419 16.93781 10.95848 -0.8 0.9 0.5 0.308
H 7.39112 17.34123 14.93142 -0.3 0.0 0.6 0.357
C 4.79565 15.64644 6.21016 0.2 -0.6 0.1 -0.211
H 11.11521 8.08394 19.64161 0.3 0.2 -0.4 0.377
C 6.81294 18.86326 16.44839 -0.1 -0.6 -2.0 -0.237
C 12.38449 16.83159 5.85886 -2.4 -0.9 -1.5 0.710
C 13.67574 9.95759 18.36306 0.0 0.1 0.2 -0.554
H 3.04576 15.53045 11.32488 0.4 0.7 -0.3 0.316
C 11.65605 14.86644 6.67602 -0.6 -1.8 0.7 -0.062
H 4.97875 14.81649 4.24489 0.2 -0.2 0.4 0.367
H 10.41600 10.57003 10.17939 -1.0 0.6 1.9 0.118
H 13.89869 5.81228 11.51563 -0.4 -0.2 0.2 0.448
H 12.04007 19.75255 11.75678 0.0 0.4 0.8 0.352
H 14.24962 6.66824 9.16027 0.2 0.1 0.4 0.389
H 15.39764 13.54170 6.68363 0.4 0.6 0.0 0.334
H 14.34699 10.74257 18.72693 0.0 -0.4 -0.2 0.321
H 13.22749 17.86274 15.49178 -0.2 0.3 -0.8 0.353
H 5.75558 14.08755 9.10399 0.3 -0.5 0.1 0.427
C 12.02706 19.76974 12.86409 0.1 0.4 -0.3 -0.378
S 13.84195 11.08115 14.33145 -1.8 -0.9 -0.7 0.335
C 6.15934 13.69675 5.72340 -0.9 0.3 -0.8 -0.303
C 11.20788 20.57870 15.00025 0.3 -1.2 -0.2 -0.341
H 3.96999 17.08031 11.20627 -0.5 0.0 -0.2 0.367
C 5.22665 14.68939 5.30415 0.8 0.3 -0.4 -0.671
H 14.50354 11.59339 16.45430 0.0 -1.1 -0.1 0.433
H 12.65461 18.83938 4.84081 -0.3 -0.7 0.7 0.344
C 14.05802 6.85611 11.33513 0.1 1.6 -0.4 -0.978
H 7.12270 12.66809 7.32016 -0.1 0.3 0.2 0.449
C 6.50681 10.18011 14.40809 0.4 0.8 -0.9 -0.586
C 14.45248 9.60737 10.86621 1.2 0.5 -1.1 -0.246
H 12.59367 8.45517 15.59468 -0.4 -0.2 -1.0 0.238
H 15.93468 14.80870 5.55968 0.4 0.0 -0.2 0.345
C 6.43250 13.46552 7.05692 -1.0 0.1 1.2 -0.641
H 10.66892 21.46742 13.09761 0.5 -0.4 0.4 0.350
C 12.68509 18.62842 14.91132 -0.4 0.9 0.1 -0.372
S 10.54504 14.26586 7.75354 0.4 -1.1 0.1 -0.377
C 4.53662 20.53976 8.10863 -1.3 0.9 0.0 -0.518
O 12.39077 10.58968 14.07725 0.9 0.4 0.4 -0.737
H 13.07982 9.36751 20.38419 0.0 0.4 -0.2 0.384
H 13.75859 7.62144 13.39530 0.8 -0.6 -0.6 0.275
H 7.60296 19.91767 6.88418 -0.3 -0.4 0.0 0.421
H 15.52828 9.50073 13.97430 0.1 -0.4 0.2 0.522
C 14.93351 10.05290 13.26198 0.6 0.0 0.7 -1.115
N 8.80782 8.33098 14.21498 1.5 -1.5 0.5 -0.534
C 8.64359 19.79329 17.62440 0.4 0.5 1.1 0.010
H 9.02453 7.32469 14.36022 0.1 0.8 0.4 0.234
H 7.43848 10.64221 16.15759 -0.2 0.6 1.0 0.257
H 6.88587 17.51635 7.52093 -0.1 1.0 0.3 0.425
N 11.30924 15.99377 6.08852 3.1 3.6 -0.7 -0.358
H 10.76586 7.76306 17.15806 0.3 -0.1 0.1 0.391
P 4.58422 16.55733 8.73804 -3.0 -0.8 -2.5 0.484
H 5.94780 21.68717 6.95633 0.1 0.2 0.4 0.419
N 12.92411 14.28913 6.43164 1.1 0.3 2.0 -0.101
C 11.82941 19.46992 15.65055 1.1 0.9 -1.2 0.386
C 6.25389 18.41664 7.69028 -0.1 -1.1 -0.3 -0.529
H 3.09082 18.98985 8.74103 0.1 0.8 0.2 0.456
H 5.75489 18.79433 16.23645 -0.1 0.0 -0.1 0.341
P 11.38870 19.04708 17.35673 -1.7 -0.7 0.0 0.375
H 7.28702 7.46109 12.99768 0.6 0.2 0.4 0.533
C 7.71587 18.01168 15.72870 -1.2 0.2 0.7 -0.547
```
Forces are in eV/Å.

Calculated values
relative energy (zero: lowest compared OMol25 entry of this formula, charge and spin)	9.963	eV
HOMO (alpha / beta)	-11.16 / -10.78	eV
HOMO-LUMO gap (alpha / beta)	4.05 / 3.67	eV
net charge	+2